No. 1
Below is a structure of composition C17H27N2O2PPb at a distorted geometry, with properties calculated with ωB97M-V/def2-TZVPD.

Computed properties:
Calculated total energy: -39658.8070 eV
Spin multiplicity: 1
Net charge: +2

Last column: Mulliken charge in e.
Cartesian coordinates (Å):
C1 0.408 3.214 -3.644  -0.9845
C2 -0.890 2.817 -3.334  -0.8087
C3 -1.099 1.774 -2.410  0.5989
C4 -0.023 1.122 -1.816  0.5415
C5 1.278 1.531 -2.115  0.8911
C6 1.474 2.620 -2.975  -0.8074
C7 -2.561 1.440 -2.187  -1.0898
C8 -3.040 -0.005 -1.976  -1.3416
N1 -2.104 -1.114 -2.387  0.1800
Pb1 -0.606 -0.598 -0.329  0.8757
C9 2.480 0.914 -1.449  -1.3798
P1 2.250 -0.871 -1.052  0.4933
H1 -1.767 3.289 -3.798  0.4480
H2 2.497 2.977 -3.116  0.5019
H3 0.564 4.024 -4.362  0.4281
H4 2.664 1.420 -0.487  0.4333
H5 3.365 1.013 -2.093  0.6285
H6 -2.914 2.001 -1.305  0.3299
H7 -3.154 1.815 -3.037  0.4108
H8 -3.231 -0.136 -0.890  0.5805
C10 3.895 -1.269 -0.346  -1.1302
C11 2.400 -1.589 -2.744  -1.1391
H9 -4.001 -0.169 -2.510  0.6690
C12 -1.405 -0.851 -3.701  -0.8330
C13 -2.935 -2.363 -2.571  -0.9931
H10 0.084 -2.276 3.032  0.0646
H11 -1.780 -1.579 -4.433  0.4794
H12 -1.671 0.154 -4.047  0.3736
H13 -0.318 -0.981 -3.600  0.0579
H14 -2.998 -2.551 -3.652  0.3294
H15 -2.515 -3.257 -2.096  0.3327
H16 -3.961 -2.189 -2.226  0.3851
H17 3.431 -1.482 -3.107  0.3937
H18 2.122 -2.649 -2.688  0.4126
H19 1.705 -1.108 -3.437  0.2666
H20 4.709 -1.080 -1.060  0.3873
H21 4.051 -0.679 0.562  0.3827
H22 3.898 -2.322 -0.042  0.4128
H23 -0.420 -2.723 2.673  -0.0500
O1 0.325 3.224 0.877  -0.2217
C14 -0.638 2.683 1.406  0.2048
C15 -1.591 3.321 2.432  -0.3784
C16 -2.656 2.275 2.683  -0.4615
C17 -2.244 1.113 1.779  0.3729
O2 -2.887 0.072 1.577  -0.5559
N2 -1.038 1.372 1.183  0.0014
H24 -1.046 3.585 3.349  0.3393
H25 -2.011 4.245 2.018  0.3348
H26 -2.668 1.954 3.731  0.3319
H27 -3.661 2.629 2.419  0.3008

Atoms 1-6, force components in eV/Å:
C -0.175 0.333 0.319
C 0.420 -0.317 0.187
C -1.029 0.039 -0.330
C -0.095 1.217 -0.765
C 0.060 0.028 0.577
C -0.045 -0.244 -0.276

No. 2
Below is a structure of composition C17H27N3O3 at a distorted geometry, with properties calculated with ωB97M-V/def2-TZVPD.

Computed properties:
Calculated total energy: -28664.1411 eV
Spin multiplicity: 1
Energy above the lowest of the compared OMol25 structures with the same formula, charge and spin: 416.8 kcal per mole
Net charge: 0

Last column: Mulliken charge in e.
Cartesian coordinates (Å):
C1 -6.293 -1.393 -0.437  -0.9076
C2 -5.894 -0.484 0.651  -0.3846
H1 -5.853 -0.961 1.557  0.4246
H2 -6.740 0.285 0.708  0.2926
O1 -4.780 0.029 0.332  -0.1574
C3 -3.755 -0.542 0.898  -0.0813
O2 -3.804 -1.693 1.488  -0.6421
C4 -2.471 0.337 0.515  0.2809
C5 -1.372 -0.139 1.200  -0.6149
C6 -0.059 0.438 1.161  0.5159
C7 -0.132 1.869 0.435  0.2757
N1 -1.248 2.187 -0.338  -0.5900
C8 -2.281 1.272 -0.283  1.4599
C9 -3.376 2.134 -0.960  -1.0616
H3 -2.987 2.814 -1.748  0.3294
H4 -3.935 1.256 -1.495  0.2011
H5 -4.131 2.308 -0.304  0.3872
C10 1.096 2.494 0.423  -1.4606
H6 1.944 2.283 -0.461  -0.0001
H7 0.794 3.595 0.168  0.4010
H8 1.598 2.577 1.211  0.6266
N2 0.908 0.066 1.993  -0.0472
C11 2.360 0.127 1.500  0.0129
O3 3.144 0.358 2.446  -0.6150
N3 2.649 -0.177 -0.079  1.1298
C12 1.799 -1.065 -0.689  0.1730
C13 2.193 -2.712 -0.924  -1.4597
H9 3.110 -2.405 -1.576  0.2756
H10 2.312 -3.055 0.137  0.2667
H11 1.426 -3.116 -1.354  0.6562
C14 1.452 -0.262 -2.054  -1.2690
H12 0.729 -1.000 -2.727  0.2633
H13 2.385 -0.185 -2.554  0.3615
H14 0.953 0.466 -1.855  0.4800
H15 0.741 -1.219 -0.130  -0.1163
C15 4.092 -0.073 -0.240  -0.1117
C16 4.999 -1.188 0.356  -1.5591
H16 5.971 -1.147 0.369  0.6261
H17 4.596 -2.176 0.523  0.2604
H18 4.900 -0.732 1.654  0.1814
C17 4.647 1.085 -0.078  -0.8612
H19 4.387 1.617 1.015  0.1272
H20 5.501 1.143 -0.549  0.6610
H21 3.928 1.664 -0.861  0.2467
H22 3.951 -0.546 -1.392  0.1109
H23 1.098 -0.130 2.832  0.0248
H24 -1.327 -1.158 1.952  0.1259
H25 -5.459 -2.322 -0.541  0.2405
H26 -6.315 -0.737 -1.556  0.1887
H27 -7.450 -1.787 -0.339  0.3320

Atoms 1-6, force components in eV/Å:
C -1.572 -2.568 -4.271
C -8.700 -0.601 -0.533
H -0.128 -1.300 2.269
H 1.302 -0.447 0.100
O 5.553 3.643 -0.557
C 2.879 -3.387 0.194

No. 3
Below is the molecule C17H27N3O5S, with properties calculated with ωB97M-V/def2-TZVPD.

Computed properties:
Calculated total energy: -43609.5967 eV
SMILES: COc1ccc(S(=O)(=O)N(C)CC(=O)NCCN2CCOCC2)cc1C
Spin multiplicity: 1
Energy above the lowest of the compared OMol25 structures with the same formula, charge and spin: 0.0 kcal per mole
Net charge: 0

Last column: Mulliken charge in e.
Cartesian coordinates (Å):
C1 1.603 6.114 1.329  -0.9165
O1 1.783 5.576 0.040  -0.4626
C2 1.303 4.336 -0.227  1.0074
C3 0.638 3.533 0.694  -0.8838
C4 0.188 2.276 0.321  -0.4563
C5 0.402 1.832 -0.964  -0.1989
S1 -0.119 0.203 -1.461  1.2854
O2 -0.731 0.252 -2.755  -0.8201
O3 -0.878 -0.375 -0.377  -0.6570
N1 1.344 -0.566 -1.619  0.1276
C6 1.688 -1.253 -2.838  -0.9790
C7 2.028 -0.953 -0.412  -0.6249
C8 1.849 -2.437 -0.043  0.5050
O4 2.800 -3.164 0.171  -0.7020
N2 0.568 -2.827 -0.022  0.3526
C9 0.151 -4.140 0.407  -0.9420
C10 -0.716 -4.015 1.667  -0.9177
N3 -1.730 -3.004 1.450  0.6393
C11 -2.141 -2.273 2.631  -0.8780
C12 -2.990 -1.084 2.176  -0.2680
O5 -4.131 -1.520 1.473  -0.4741
C13 -3.740 -2.255 0.335  -0.4091
C14 -2.898 -3.470 0.730  -0.7160
C15 1.060 2.622 -1.891  -0.5429
C16 1.516 3.878 -1.544  0.6429
C17 2.228 4.762 -2.516  -1.5343
H1 0.543 6.215 1.579  0.3583
H2 2.061 7.102 1.299  0.2501
H3 2.103 5.508 2.091  0.3571
H4 0.464 3.874 1.702  0.3933
H5 -0.337 1.644 1.019  0.3767
H6 1.611 -2.339 -2.727  0.2888
H7 0.990 -0.919 -3.601  0.3840
H8 2.709 -0.997 -3.130  0.2950
H9 1.632 -0.336 0.397  0.2911
H10 3.101 -0.758 -0.520  0.3505
H11 -0.172 -2.129 -0.062  0.0962
H12 1.047 -4.731 0.611  0.5135
H13 -0.415 -4.618 -0.399  0.3012
H14 -0.080 -3.688 2.493  0.4172
H15 -1.140 -4.999 1.928  0.3406
H16 -1.255 -1.908 3.155  0.4677
H17 -2.732 -2.902 3.322  0.2977
H18 -3.354 -0.512 3.031  0.4282
H19 -2.376 -0.448 1.523  0.0016
H20 -4.660 -2.563 -0.164  0.4222
H21 -3.145 -1.616 -0.332  0.0692
H22 -2.585 -3.999 -0.171  0.3427
H23 -3.507 -4.154 1.351  0.3407
H24 1.197 2.241 -2.890  0.3779
H25 2.307 4.283 -3.487  0.3988
H26 3.225 4.996 -2.148  0.3264
H27 1.694 5.705 -2.623  0.3358

Atoms 1-6, force components in eV/Å:
C -0.025 0.125 0.259
O 0.005 -0.231 -0.354
C -0.104 -0.272 -0.047
C 0.119 0.297 0.056
C -0.094 -0.153 -0.064
C -0.359 -0.594 0.112

No. 4
Below is a structure of composition C17H27N4O2SSn, with properties calculated with ωB97M-V/def2-TZVPD.

Computed properties:
Calculated total energy: -44785.8686 eV
Spin multiplicity: 1
Energy above the lowest of the compared OMol25 structures with the same formula, charge and spin: 0.9 kcal per mole
Net charge: +1

Last column: Mulliken charge in e.
Cartesian coordinates (Å):
Sn1 -0.029 -0.338 2.991  0.6537
C1 -2.824 -1.052 -3.183  -1.2848
C2 -1.670 -0.580 -2.311  -0.4365
N1 -1.497 -1.400 -1.100  0.1846
C3 -1.066 -2.782 -1.320  -1.0581
C4 0.446 -2.886 -1.459  -0.7799
C5 -1.645 -0.877 0.110  0.8485
S1 -1.391 -1.898 1.511  -0.4190
N2 -2.109 0.371 0.200  -0.4032
C6 -1.759 1.277 1.063  0.3918
O1 -0.676 1.226 1.779  -0.6472
C7 -2.597 2.486 1.198  0.5767
C8 -2.178 3.534 2.014  -0.3601
C9 -2.969 4.661 2.155  -0.7064
C10 -4.183 4.744 1.487  -0.4067
C11 -4.606 3.700 0.674  -0.6354
C12 -3.815 2.575 0.525  -0.3329
H1 -3.028 -0.297 -3.941  0.4096
H2 -3.727 -1.182 -2.586  0.3307
H3 -2.611 -1.984 -3.703  0.3875
H4 -1.842 0.441 -1.990  0.3867
H5 -0.725 -0.601 -2.860  0.2551
H6 -1.563 -3.137 -2.220  0.3001
H7 -1.420 -3.396 -0.496  0.5387
H8 0.810 -2.305 -2.307  0.3640
H9 0.736 -3.925 -1.617  0.4379
H10 0.936 -2.523 -0.554  -0.0332
H11 -1.232 3.462 2.532  0.3931
H12 -2.642 5.475 2.786  0.4133
H13 -4.802 5.624 1.601  0.4000
H14 -5.553 3.765 0.157  0.4099
H15 -4.132 1.757 -0.107  0.4498
C13 4.469 -2.236 0.188  -1.1954
N3 3.216 -1.869 0.842  0.1536
C14 2.595 -2.896 1.690  -0.9185
C15 2.643 -0.647 0.888  0.8075
O2 1.650 -0.536 1.674  -0.5656
N4 3.028 0.436 0.185  0.1651
C16 2.360 1.716 0.415  -0.8449
C17 4.075 0.583 -0.821  -0.9687
H16 4.740 -3.232 0.525  0.3262
H17 5.282 -1.569 0.469  0.4340
H18 4.372 -2.277 -0.896  0.3788
H19 3.073 -3.847 1.480  0.3447
H20 1.531 -2.988 1.477  0.2163
H21 2.725 -2.664 2.748  0.3097
H22 1.516 1.611 1.083  0.0331
H23 2.002 2.106 -0.538  0.3470
H24 3.072 2.430 0.834  0.3446
H25 4.548 -0.344 -1.094  0.3429
H26 4.837 1.274 -0.456  0.3323
H27 3.631 1.011 -1.721  0.3288

Atoms 1-6, force components in eV/Å:
Sn -0.051 -0.143 -0.065
C -0.015 0.028 0.013
C -0.044 0.024 0.006
N 0.054 0.014 -0.001
C 0.044 -0.044 0.000
C -0.008 0.021 0.040

No. 5
Below is the molecule C17H27N5O2 at a distorted geometry, with properties calculated with ωB97M-V/def2-TZVPD.

Computed properties:
Calculated total energy: -29614.7410 eV
SMILES: CCCn1c(CN2CCCC[C@@H]2C)nc2c1c(=O)n(C)c(=O)n2C
Spin multiplicity: 1
Energy above the lowest of the compared OMol25 structures with the same formula, charge and spin: 18.4 kcal per mole
Net charge: 0

Last column: Mulliken charge in e.
Cartesian coordinates (Å):
C1 -1.267 -3.552 -1.239  -1.1829
C2 0.182 -3.501 -0.773  -0.3617
C3 0.399 -2.441 0.313  -1.0110
N1 0.084 -1.114 -0.156  0.7726
C4 0.793 -0.299 -0.973  0.4439
C5 2.205 -0.532 -1.417  -1.7006
N2 3.204 0.227 -0.686  0.1667
C6 3.073 1.673 -0.820  -1.0748
C7 2.455 2.340 0.408  -0.0862
C8 3.341 2.111 1.638  -0.8293
C9 4.193 0.853 1.454  -1.2141
C10 3.439 -0.230 0.682  1.2837
C11 4.277 -1.511 0.662  -1.9708
N3 0.126 0.799 -1.294  -0.6286
C12 -1.060 0.695 -0.664  1.5203
C13 -1.129 -0.490 0.054  -0.5084
C14 -2.269 -0.844 0.839  0.1010
O1 -2.412 -1.843 1.521  -0.6908
N4 -3.265 0.132 0.746  -0.0155
C15 -4.496 -0.095 1.486  -1.2151
C16 -3.230 1.323 0.032  0.6952
O2 -4.170 2.089 0.045  -0.6734
N5 -2.082 1.591 -0.682  -0.0139
C17 -1.960 2.817 -1.438  -1.0572
H1 -1.416 -4.385 -1.922  0.4464
H2 -1.539 -2.635 -1.759  0.2642
H3 -1.933 -3.674 -0.389  0.2419
H4 0.466 -4.467 -0.352  0.4857
H5 0.835 -3.298 -1.626  0.2180
H6 -0.268 -2.646 1.154  0.6390
H7 1.434 -2.466 0.663  0.1606
H8 2.278 -0.236 -2.467  0.4475
H9 2.452 -1.591 -1.342  0.2753
H10 4.071 2.091 -0.995  0.4917
H11 2.458 1.883 -1.694  0.4637
H12 1.464 1.917 0.573  -0.1027
H13 2.328 3.406 0.217  0.4886
H14 3.998 2.967 1.798  0.3120
H15 2.715 2.008 2.527  0.3438
H16 4.490 0.461 2.427  0.4005
H17 5.103 1.091 0.901  0.3760
H18 2.489 -0.428 1.212  -0.0017
H19 3.766 -2.329 0.160  0.4126
H20 5.211 -1.324 0.138  0.4216
H21 4.500 -1.826 1.678  0.4165
H22 -5.341 -0.113 0.799  0.3334
H23 -4.649 0.708 2.206  0.3347
H24 -4.399 -1.051 1.997  0.3840
H25 -1.090 3.374 -1.092  0.2838
H26 -2.869 3.395 -1.283  0.4014
H27 -1.834 2.587 -2.496  0.3125

Atoms 1-6, force components in eV/Å:
C 0.167 -0.059 0.007
C -0.161 0.160 0.133
C 0.302 -0.768 -0.001
N -0.097 0.528 -0.105
C -0.134 -0.238 0.144
C 0.215 -0.023 -0.026

net charge of number 3 (C17H27N3O5S)?
0

Number 5 is which compound?
C17H27N5O2

Look up the net charge of the fifth one.
0